42
Properties=species:S:1:pos:R:3 method="wB97M-V/def2-TZVPD" gap_ha=0.30514 lumo_energy_ev=0.06 e_above_lowest_ev=0.592
C -1.89 -2.77 0.87
H -0.82 -2.74 1.08
O -2.25 -1.44 0.55
C -3.56 -1.14 0.30
C -4.55 -2.12 0.25
C -5.87 -1.79 0.00
C -6.21 -0.46 -0.20
C -5.24 0.52 -0.16
C -3.91 0.21 0.08
C -2.99 1.40 0.11
O -3.45 2.52 0.19
N -1.66 1.12 0.01
C -0.59 2.00 0.00
C 0.69 1.45 -0.07
C 1.81 2.27 -0.09
C 1.66 3.66 -0.03
C 0.40 4.20 0.04
C -0.73 3.39 0.06
H -1.71 3.82 0.11
H 0.27 5.27 0.09
H 2.55 4.27 -0.04
C 3.13 1.70 -0.16
N 4.26 2.34 -0.19
N 5.24 1.43 -0.26
C 4.68 0.26 -0.27
C 5.31 -1.03 -0.34
C 4.74 -2.28 -0.36
C 5.82 -3.19 -0.43
C 6.95 -2.42 -0.45
O 6.65 -1.12 -0.40
H 7.99 -2.68 -0.50
H 5.77 -4.25 -0.46
H 3.70 -2.51 -0.32
O 3.33 0.35 -0.21
H 0.81 0.37 -0.12
H -1.41 0.14 -0.02
H -5.49 1.56 -0.30
Br -8.02 0.01 -0.55
H -6.62 -2.56 -0.03
H -4.31 -3.15 0.42
H -2.42 -3.13 1.75
H -2.07 -3.45 0.03